ORCA calculation (ωB97M-V/def2-TZVPD) on a molecular structure, C25H47ClN3O4ReSi4Te at a distorted geometry.

Spin multiplicity = 4
Gap between HOMO and LUMO (spin up / spin down) = 5.7 / 5.1 eV
Highest occupied orbital energy (spin up / spin down) = -0.3801 / -0.3933 Eh
Energy relative to the best compared isomer or geometry (same formula, charge and spin) = 0.000 eV
Strongest force on any atom = 5.713 eV/A
<S²> = 3.83
Net charge = +1

Last column: Mulliken charge in e.
Geometry (Å):
Re 0.101 -1.916 0.508  1.44
C 0.303 -4.260 2.968  -1.23
N 0.084 -4.193 1.475  0.60
C -1.247 -4.813 1.277  -1.15
C 1.149 -4.856 0.739  0.48
C 1.512 -6.176 1.017  -0.54
C 2.523 -6.785 0.321  -1.00
C 3.146 -6.118 -0.724  -0.70
C 2.793 -4.834 -1.075  -0.96
C 1.765 -4.180 -0.384  0.48
N 1.352 -2.888 -0.672  0.48
C 1.247 -2.339 -1.958  -0.04
C 2.339 -2.088 -2.801  -0.77
C 2.059 -1.686 -4.100  -0.85
C 0.778 -1.281 -4.458  -0.86
C -0.265 -1.260 -3.557  -0.66
C -0.054 -1.810 -2.321  0.82
N -1.122 -1.950 -1.370  1.76
C -2.149 -0.884 -1.364  -1.29
C -1.853 -3.221 -1.538  -1.39
H 0.412 -5.297 3.310  0.39
H -0.579 -3.831 3.439  0.44
H 1.164 -3.646 3.252  0.26
H -1.293 -5.788 1.778  0.50
H -1.436 -4.950 0.200  0.18
H -2.013 -4.143 1.681  0.32
H 0.964 -6.751 1.756  0.34
H 2.839 -7.795 0.565  0.40
H 3.944 -6.602 -1.259  0.43
H 3.251 -4.382 -1.963  0.33
H 3.362 -2.257 -2.475  0.70
H 2.829 -1.672 -4.855  0.46
H 0.632 -0.937 -5.466  0.45
H -1.236 -0.880 -3.839  0.43
H -2.808 -0.914 -2.245  0.48
H -1.688 0.099 -1.354  0.12
H -2.776 -1.001 -0.480  0.35
H -2.380 -3.227 -2.504  0.42
H -2.584 -3.326 -0.739  0.32
H -1.138 -4.056 -1.537  0.34
O -0.565 -1.268 4.667  -0.50
Cl -0.402 -0.712 3.315  0.86
O -0.129 0.753 3.212  -0.42
O -1.560 -2.075 0.891  -0.87
O 0.990 -1.660 2.259  -0.90
C 2.347 3.035 2.837  -1.13
Si 0.625 3.684 2.329  1.05
C 0.818 5.570 2.085  -1.16
C -0.485 3.646 3.858  -1.08
Si -0.076 2.582 0.363  -0.07
Te 1.148 0.280 0.111  -0.36
Si 1.009 3.577 -1.449  0.35
C 0.217 5.280 -1.729  -1.05
C 0.796 2.582 -3.058  -0.78
C 2.864 3.828 -1.195  -0.99
Si -2.436 2.686 0.267  0.89
C -3.021 4.423 0.839  -1.16
C -3.277 2.439 -1.436  -1.23
C -3.299 1.482 1.485  -1.04
H 2.573 3.536 3.801  0.32
H 3.136 3.283 2.122  0.30
H 2.318 1.956 2.986  0.28
H 1.235 5.992 3.031  0.37
H -0.142 6.061 1.892  0.35
H 1.497 5.836 1.253  0.30
H -0.095 4.428 4.538  0.38
H -0.451 2.663 4.357  0.25
H -1.523 3.888 3.649  0.26
H -0.821 5.221 -2.057  0.33
H 0.830 5.734 -2.542  0.36
H 0.310 5.957 -0.879  0.31
H -0.256 2.497 -3.365  0.28
H 1.234 1.571 -2.999  0.05
H 1.340 3.107 -3.876  0.41
H 3.103 4.483 -0.371  0.30
H 3.212 4.283 -2.157  0.35
H 3.441 2.885 -1.059  0.29
H -2.595 5.246 0.267  0.33
H -2.809 4.589 1.905  0.30
H -4.120 4.451 0.718  0.38
H -2.584 2.316 -2.288  0.21
H -3.850 3.365 -1.644  0.44
H -3.972 1.588 -1.418  0.38
H -3.166 1.877 2.501  0.36
H -2.953 0.442 1.494  0.07
H -4.381 1.507 1.238  0.37